A.
Formula: CH2Cl3N4
Source: the OMol25 dataset
Level of theory: ωB97M-V/def2-TZVPD

**LUMO**: -6.01 eV
**Highest occupied orbital energy**: -15.6 eV
**Frontier orbital gap**: 0.35069 hartree

The geometry in ORCA input format:
```
! RIJCOSX wB97M-V def2-TZVPD def2/J DEFGRID3
* xyz 1 1
C -0.72137 1.95395 1.21571
N -0.87524 0.87052 0.84523
N 2.99334 0.22792 -1.50555
N 2.61526 -0.12444 -0.36306
N 1.74163 0.50335 0.49657
Cl -0.50057 3.52618 1.45674
Cl 2.46861 1.57331 -2.29806
Cl 3.43722 -1.45675 0.42118
H 0.86875 0.89464 0.15744
H 1.68374 0.08590 1.37218
*
```

=====

B.
Formula: CH2Cl3N4
Source: the OMol25 dataset
Level of theory: ωB97M-V/def2-TZVPD

**LUMO (alpha / beta)**: -6.66 / -6.66 eV
**Highest occupied orbital energy (alpha / beta)**: -15.3 / -15.3 eV
**SMILES**: [H]/N=C(\Cl)N/[N+](Cl)=N\Cl
**Frontier orbital gap (alpha / beta)**: 0.31711 / 0.31713 hartree

The geometry in ORCA input format:
```
! RIJCOSX wB97M-V def2-TZVPD def2/J DEFGRID3
* xyz 1 1
H -0.46480 1.69212 1.79626
N -0.32156 1.12212 0.96872
C -0.18276 -0.12065 1.10434
Cl -0.30592 -1.39002 2.43249
N -0.13566 -0.85510 -0.06281
N 0.01251 -0.24959 -1.30440
Cl -1.03834 -0.84857 -2.51840
N 0.54321 0.85195 -1.61041
Cl 1.69109 1.59768 -0.68639
H 0.20222 -1.79995 -0.11937
*
```

=====

Order of stability, best first: B, A

=====

A.
Formula: CH7O3
Source: the OMol25 dataset
Level of theory: ωB97M-V/def2-TZVPD

**LUMO**: 4.43 eV
**Highest occupied orbital energy**: -3.7 eV
**Frontier orbital gap**: 0.30011 hartree

The geometry in ORCA input format:
```
! RIJCOSX wB97M-V def2-TZVPD def2/J DEFGRID3
* xyz -1 1
C -0.67417 0.95912 0.52244
O -0.40275 -0.36919 0.13004
H -1.71178 1.25097 0.56049
H -0.08461 1.69541 -0.12152
H -0.16423 1.09364 1.54024
H -0.71669 -0.36928 -1.42147
H -0.20214 -0.87825 -2.92421
O -0.96734 -0.58793 -2.44155
H 2.20734 -0.61492 1.92045
H 0.91283 -0.87313 0.94938
O 1.80354 -1.30644 1.28573
*
```

=====

B.
Formula: CH7O3
Source: the OMol25 dataset
Level of theory: ωB97M-V/def2-TZVPD

**LUMO**: 4.53 eV
**Highest occupied orbital energy**: -3.9 eV
**Frontier orbital gap**: 0.30932 hartree

The geometry in ORCA input format:
```
! RIJCOSX wB97M-V def2-TZVPD def2/J DEFGRID3
* xyz -1 1
C -0.08242 1.47626 0.50077
O 0.07254 0.11753 0.76397
H 0.88455 1.99892 0.38651
H -0.66453 1.66915 -0.43237
H -0.60463 2.00061 1.30077
H 1.34665 -0.27686 -0.12468
H 1.63149 -0.80936 -1.54630
O 2.09043 -0.61080 -0.72578
H -2.57223 -0.78057 0.15902
H -1.03714 -0.57004 0.00861
O -1.86761 -1.03538 -0.44240
*
```

=====

Order of stability, best first: B, A

=====

A.
Formula: C4H8O2S
Source: the OMol25 dataset
Level of theory: ωB97M-V/def2-TZVPD

**LUMO**: 0.70 eV
**Highest occupied orbital energy**: -8.5 eV
**SMILES**: OC[C@@H]1[C@@H](O)[C@@H]1S
**Frontier orbital gap**: 0.33891 hartree

The geometry in ORCA input format:
```
! RIJCOSX wB97M-V def2-TZVPD def2/J DEFGRID3
* xyz 0 1
O -1.39618 1.16340 -0.82992
C -0.96755 1.17724 0.49539
C 0.29273 0.31849 0.67934
C 1.07231 -0.32178 -0.47283
O 2.44468 -0.46412 -0.29771
C 0.15881 -1.17126 0.36840
S -1.38100 -1.93593 -0.14116
H -0.96309 1.87139 -1.30673
H -0.79997 2.15260 0.90340
H -1.73425 0.65044 1.11182
H 0.93101 0.53319 1.55227
H 0.79085 -0.07648 -1.51931
H 2.75765 -1.21576 -0.87934
H 0.69795 -1.83925 1.07332
H -1.90395 -0.84218 -0.73694
*
```

=====

B.
Formula: C4H8O2S
Source: the OMol25 dataset
Level of theory: ωB97M-V/def2-TZVPD

**LUMO**: 0.78 eV
**Highest occupied orbital energy**: -9.0 eV
**SMILES**: OC[C@H](O)[C@@H]1CS1
**Frontier orbital gap**: 0.35971 hartree

The geometry in ORCA input format:
```
! RIJCOSX wB97M-V def2-TZVPD def2/J DEFGRID3
* xyz 0 1
O -0.72736 1.96908 -0.03361
C -1.54477 0.85652 0.10084
C -0.97138 -0.47330 -0.39030
O -1.87858 -1.51502 -0.11368
C 0.45614 -0.87359 0.09823
C 1.13758 -0.02884 1.14745
S 1.93644 -0.03241 -0.45968
H -0.29029 1.81342 -0.85785
H -1.79076 0.67821 1.15697
H -2.49938 1.00849 -0.37984
H -0.88204 -0.38893 -1.51608
H -1.99571 -1.49810 0.84446
H 0.62880 -1.93333 0.16566
H 1.59876 -0.61578 1.94501
H 0.62957 0.93736 1.43760
*
```

=====

C.
Formula: C4H8O2S
Source: the OMol25 dataset
Level of theory: ωB97M-V/def2-TZVPD

**LUMO (alpha / beta)**: -0.18 / 0.64 eV
**Highest occupied orbital energy (alpha / beta)**: -7.5 / -8.0 eV
**Frontier orbital gap (alpha / beta)**: 0.26995 / 0.31729 hartree

The geometry in ORCA input format:
```
! RIJCOSX wB97M-V def2-TZVPD def2/J DEFGRID3
* xyz 0 1
C 1.79113 1.06875 -0.15177
C -0.90494 0.75937 -0.63595
C 2.72483 0.32506 0.71649
C -2.10192 -1.63585 -0.16388
O -3.37102 0.69138 -0.01011
O 0.45493 0.70372 -0.13339
S -2.12372 0.10740 0.49365
H 2.11096 1.80584 -0.86964
H -1.19012 1.62673 -1.21132
H 3.26222 1.02152 1.36376
H 3.47406 -0.19701 0.11511
H 2.18598 -0.39184 1.32700
H -1.96873 -2.30838 0.67807
H -1.29184 -1.75039 -0.87145
H -3.05180 -1.82631 -0.64657
*
```

=====

Order of stability, best first: B, A, C

=====

A.
Formula: C4H12S
Source: the OMol25 dataset
Level of theory: ωB97M-V/def2-TZVPD

**LUMO**: 0.96 eV
**Highest occupied orbital energy**: -9.0 eV
**SMILES**: CCS.CC
**Frontier orbital gap**: 0.36747 hartree

The geometry in ORCA input format:
```
! RIJCOSX wB97M-V def2-TZVPD def2/J DEFGRID3
* xyz 0 1
C 0.50739 -1.36963 0.62339
C 0.50409 -1.89318 2.05764
S 0.21200 -3.76204 2.11124
H 1.49270 -1.09135 0.25940
H -0.15663 -0.51776 0.48357
H 0.09426 -2.17432 0.01354
H 1.44350 -1.82725 2.59085
H -0.36626 -1.53144 2.58679
H 1.40281 -4.21763 2.56139
C -0.86940 1.84865 -2.27596
C -0.44510 2.79253 -1.11485
H -1.66808 2.24432 -2.88723
H -1.13750 0.94015 -1.73313
H 0.00657 1.53482 -2.84371
H -0.25276 3.82545 -1.40418
H -1.25658 2.69398 -0.39864
H 0.48898 2.50470 -0.63014
*
```

=====

B.
Formula: C4H12S
Source: the OMol25 dataset
Level of theory: ωB97M-V/def2-TZVPD

**LUMO**: 0.82 eV
**Highest occupied orbital energy**: -8.5 eV
**SMILES**: CSC.CC
**Frontier orbital gap**: 0.34251 hartree

The geometry in ORCA input format:
```
! RIJCOSX wB97M-V def2-TZVPD def2/J DEFGRID3
* xyz 0 1
C 2.28908 -0.86302 -2.93928
S 0.87501 -1.96056 -3.05234
C -0.43032 -0.96039 -2.38221
H 2.35639 -0.46216 -1.92939
H 3.11854 -1.70932 -2.72329
H 2.65434 -0.13398 -3.69853
H -1.16576 -1.78563 -2.19758
H -0.79104 -0.28110 -3.13972
H -0.12290 -0.21388 -1.58924
C -1.75132 0.79398 2.72674
C -0.39838 1.22819 3.36103
H -1.77457 -0.15964 2.41957
H -2.72612 1.13988 3.10844
H -1.70701 1.32159 1.59047
H -0.65888 2.33989 3.40158
H 0.47414 0.79596 2.68169
H -0.24119 0.91020 4.36207
*
```

=====

Order of stability, best first: A, B

=====

A.
Formula: C2H7NO3
Source: the OMol25 dataset
Level of theory: ωB97M-V/def2-TZVPD

**LUMO**: 0.54 eV
**Highest occupied orbital energy**: -10.0 eV
**SMILES**: CNC(=O)O.O
**Frontier orbital gap**: 0.38698 hartree

The geometry in ORCA input format:
```
! RIJCOSX wB97M-V def2-TZVPD def2/J DEFGRID3
* xyz 0 1
C 2.12729 0.04755 -0.77800
N 1.23727 0.96177 -0.08995
C 0.18911 0.56092 0.67577
O -0.60986 1.32054 1.16771
O 0.10836 -0.78103 0.81895
H 2.92108 -0.29253 -0.11513
H 2.58267 0.55813 -1.62861
H 1.57313 -0.77701 -1.22266
H 1.12828 1.90289 -0.42494
H -0.60555 -0.90080 1.47774
O -3.75882 -0.63544 0.28173
H -3.08802 -0.37190 -0.35999
H -3.80495 -1.59309 0.19738
*
```

=====

B.
Formula: C2H7NO3
Source: the OMol25 dataset
Level of theory: ωB97M-V/def2-TZVPD

**LUMO**: 0.59 eV
**Highest occupied orbital energy**: -9.3 eV
**SMILES**: NCC(=O)O.O
**Frontier orbital gap**: 0.36369 hartree

The geometry in ORCA input format:
```
! RIJCOSX wB97M-V def2-TZVPD def2/J DEFGRID3
* xyz 0 1
N 1.41363 0.68350 0.22453
C 0.53160 0.94273 -0.90331
C -0.85428 0.35513 -0.84365
O -1.89314 0.89822 -1.10322
O -0.83479 -0.92661 -0.38916
H 1.09797 -0.11707 0.77932
H 1.34477 1.48068 0.84782
H 0.93646 0.46487 -1.80940
H 0.40669 1.98457 -1.18277
H -1.71194 -1.30593 -0.55279
O 0.96816 -1.43599 2.17525
H 1.71721 -1.09126 2.67124
H 1.22868 -2.24452 1.72406
*
```

=====

Order of stability, best first: A, B

=====

A.
Formula: C3H8NOS
Source: the OMol25 dataset
Level of theory: ωB97M-V/def2-TZVPD

**LUMO (alpha / beta)**: -3.53 / -8.81 eV
**Highest occupied orbital energy (alpha / beta)**: -10.2 / -15.0 eV
**Expectation value of S²**: 2.01
**Frontier orbital gap (alpha / beta)**: 0.24572 / 0.22759 hartree

The geometry in ORCA input format:
```
! RIJCOSX wB97M-V def2-TZVPD def2/J DEFGRID3
* xyz 1 3
C -1.24010 -0.24088 -0.15214
C -0.57423 1.01656 -0.59482
C 1.14993 0.21857 0.78500
N -0.28622 -1.08715 0.54238
O 0.36027 1.28100 0.58465
S 2.29978 -0.30334 -0.45850
H -1.98161 -0.00357 0.56998
H -1.60727 -0.85350 -0.99212
H 0.16555 0.81740 -1.39694
H -1.18049 1.93363 -0.67029
H 1.57042 0.10136 1.76409
H -0.75584 -1.53474 1.38634
H 0.38432 -1.75992 0.05447
H 1.69551 0.41458 -1.42210
*
```

=====

B.
Formula: C3H8NOS
Source: the OMol25 dataset
Level of theory: ωB97M-V/def2-TZVPD

**LUMO (alpha / beta)**: -3.36 / -6.71 eV
**Highest occupied orbital energy (alpha / beta)**: -12.2 / -14.6 eV
**Expectation value of S²**: 2.01
**Frontier orbital gap (alpha / beta)**: 0.32377 / 0.28861 hartree

The geometry in ORCA input format:
```
! RIJCOSX wB97M-V def2-TZVPD def2/J DEFGRID3
* xyz 1 3
C -2.63812 -0.69000 0.99093
C 0.32303 0.20108 -0.74315
C 2.63803 -0.97465 0.17528
N -0.52519 1.44747 -0.99414
O -2.49767 0.42634 0.56294
S 1.86925 0.65590 -0.21189
H -1.78249 -1.37720 0.99903
H -3.52358 -0.97293 1.58349
H 2.59110 -1.63379 -0.64668
H 2.23038 -1.39276 1.10702
H 3.71511 -0.82724 0.35563
H -1.21167 1.36182 -0.26363
H -0.94605 1.34899 -1.98842
H -0.24212 2.42698 -0.92641
*
```

=====

Order of stability, best first: B, A